{"formula": "C2H4Cl3N2", "method": "ωB97M-V with the def2-TZVPD basis set", "species": ["N", "Cl", "H", "Cl", "C", "H", "N", "C", "H", "H", "Cl"], "xyz": [[-2.290, -0.161, -0.478], [-0.819, -2.135, 0.447], [-0.083, 1.349, -0.296], [2.939, 1.787, 0.096], [2.364, 0.360, 0.502], [1.798, 0.111, 1.410], [-0.074, 0.304, -0.075], [-1.058, -0.484, 0.029], [-2.926, -0.867, -0.498], [-2.462, 0.765, -0.727], [2.611, -1.029, -0.410]], "forces_ev_per_angstrom": [[3.27, -0.62, 1.73], [-0.09, 0.20, 0.23], [-1.14, -2.26, 0.17], [0.38, 1.11, -0.17], [-1.91, -3.22, -0.12], [0.59, 0.79, -0.07], [2.55, 2.18, 1.08], [-1.20, 1.55, -2.45], [-2.50, -1.77, -0.19], [-0.55, 1.30, -0.47], [0.60, 0.76, 0.26]], "total_energy_ev": -42676.965, "charge": 1, "homo_energy_ev": [-13.960, -13.960], "relative_energy_kj_mol": 201.9}

---

{"formula": "C13H18InO2", "method": "ωB97M-V with the def2-TZVPD basis set", "species": ["H", "C", "H", "H", "H", "C", "C", "H", "C", "H", "C", "C", "H", "H", "C", "H", "H", "H", "C", "C", "H", "C", "H", "O", "H", "C", "O", "C", "H", "H", "C", "H", "In", "H"], "xyz": [[-1.401, -2.277, 1.786], [2.732, -2.350, -3.850], [-0.201, -2.040, 5.793], [1.238, 1.878, 0.795], [3.620, -2.623, -4.408], [0.340, 1.453, 0.348], [1.351, -2.571, -1.895], [-3.587, 0.082, 0.990], [-3.150, 0.894, 1.565], [-3.608, 0.963, 2.548], [0.701, -1.078, -3.663], [-0.682, 3.927, 1.470], [0.006, -0.355, -4.070], [1.160, -3.014, -0.926], [0.455, -1.652, -2.424], [2.029, -0.980, -5.345], [-0.745, 4.989, 1.668], [-1.623, 3.430, 1.697], [-0.288, -2.205, 4.747], [2.491, -2.918, -2.607], [3.191, -3.631, -2.192], [-0.540, -1.727, 2.167], [0.348, -2.040, 1.620], [-0.081, 4.662, -0.695], [-0.559, 1.278, 3.469], [-0.403, -1.994, 3.564], [-0.335, 2.473, -0.470], [-0.325, 3.713, 0.027], [-0.432, -1.381, -1.867], [0.674, 0.706, -0.367], [1.838, -1.428, -4.378], [0.043, 3.475, 2.143], [-0.979, 0.473, 1.913], [-3.276, 1.840, 1.046]], "forces_ev_per_angstrom": [[-0.03, -0.01, -0.19], [0.01, 0.00, 0.00], [-0.01, -0.24, 0.05], [0.09, 0.18, -0.03], [0.01, 0.01, 0.00], [-0.71, -0.63, 0.39], [0.01, -0.03, 0.01], [-0.28, 0.02, -0.07], [0.79, -0.22, 0.04], [-0.18, -0.06, 0.05], [0.00, -0.02, -0.03], [0.06, -0.39, 0.24], [0.00, 0.02, 0.02], [0.00, 0.02, 0.01], [-0.05, 0.01, 0.04], [0.00, 0.01, 0.00], [-0.04, 0.13, -0.05], [-0.12, 0.01, 0.00], [0.02, 0.31, 0.20], [-0.01, 0.00, -0.01], [0.00, 0.00, 0.00], [-0.26, -0.01, -0.23], [0.09, 0.04, -0.09], [-0.27, -0.41, 0.06], [0.04, -0.13, -0.14], [0.14, -0.12, 0.15], [0.56, 0.19, 0.06], [0.14, 0.71, -0.50], [0.02, 0.03, 0.02], [0.03, 0.04, -0.23], [0.00, -0.01, 0.00], [0.11, -0.05, 0.01], [-0.07, 0.59, 0.35], [-0.10, 0.04, -0.15]], "total_energy_ev": -23039.276, "charge": -1, "homo_energy_ev": -4.652}

---

{"formula": "C3H4N2O2", "method": "ωB97M-V with the def2-TZVPD basis set", "species": ["N", "O", "H", "H", "O", "H", "C", "C", "C", "N", "H"], "xyz": [[-0.199, -0.015, -0.311], [0.862, -0.968, -0.164], [-1.833, -0.484, 1.285], [-2.387, 0.015, -0.519], [3.145, -0.603, 0.007], [-1.452, -1.743, -0.222], [0.307, 1.179, -0.084], [2.009, -0.128, -0.051], [-1.532, -0.497, 0.021], [1.590, 1.209, -0.062], [-0.509, 2.037, 0.100]], "forces_ev_per_angstrom": [[-1.13, -1.98, 0.49], [-0.48, 1.54, -0.22], [1.16, 0.18, -3.65], [1.46, -0.65, 0.37], [-3.41, 1.21, -0.11], [-0.64, 3.81, 0.47], [-1.88, 2.14, 0.25], [2.58, -0.88, -0.28], [-0.88, -3.73, 2.64], [0.85, 0.08, 0.73], [2.37, -1.72, -0.70]], "total_energy_ev": -10248.120, "homo_energy_ev": -9.793, "relative_energy_kj_mol": 400.0, "smiles": "Cn1cnc(=O)o1"}